Record 1
DFT (wB97M-V/def2-TZVPD) results for a cluster of 3 separate species, C21H30BN6O11 in total.

Its charge is +1. The value obtained for the LUMO energy is -5.25 eV. The HOMO energy is -11.2 eV. The total energy is -54391.8044 eV.

Positions of all 69 atoms, in Å:
N: -2.6754 3.3284 -3.0020
C: -2.4394 1.8462 -3.1730
N: -2.9887 1.5429 -4.5568
N: -1.0005 1.4806 -3.1970
C: -3.3386 1.0132 -2.1285
C: -2.5943 0.5752 -0.7855
C: -2.8091 -0.7409 -0.0073
C: -3.9087 -1.7536 -0.6400
C: -3.3470 -2.5207 -1.9243
C: -2.5196 -3.8429 -1.5801
O: -2.5389 -4.3195 -0.4198
N: -1.7533 -4.4963 -2.6600
C: -0.3324 -4.5752 -2.2453
C: 0.6553 -3.4642 -2.7277
C: 2.1393 -3.5845 -2.2644
C: 2.5500 -4.7693 -1.3682
C: 1.5638 -5.8814 -0.8846
C: 0.0906 -5.7772 -1.3621
N: -2.1912 -1.2003 1.1783
N: -1.3052 -0.4448 1.8146
C: -1.0260 0.8110 1.2522
O: -0.0838 1.6277 2.0142
B: 1.2615 1.4792 1.4956
O: 2.1022 2.6619 1.5622
O: 1.8253 0.2673 0.9559
C: -1.5377 1.4998 -0.0413
O: -1.1463 2.7647 -0.5202
H: -3.3874 3.6020 -3.7001
H: -3.1012 3.5101 -2.0735
H: -3.9906 1.3129 -4.4791
H: -2.4502 0.7945 -5.0087
H: -0.5988 2.0572 -3.9672
H: -0.9013 0.5037 -3.5437
H: -4.2561 1.6189 -1.8246
H: -3.6931 0.0654 -2.6874
H: -4.2039 -2.5080 0.1688
H: -4.8386 -1.1286 -0.8781
H: -2.6754 -1.8612 -2.5789
H: -4.2599 -2.8508 -2.5473
H: -1.8244 -3.9457 -3.5291
H: 0.2759 -2.6231 -3.4001
H: 2.8558 -2.7623 -2.6000
H: 3.6290 -4.8655 -1.0141
H: 1.8856 -6.7506 -0.2036
H: -0.6648 -6.5737 -1.0295
H: -2.4344 -2.1266 1.5855
H: 3.0433 2.3816 1.5192
H: 1.9725 0.4674 -0.0015
H: -1.9003 3.3774 -0.3644
C: 3.2725 6.4915 2.3100
C: 3.4145 5.3984 1.2946
O: 4.7370 5.5798 0.8089
C: 5.4330 6.2368 1.7789
O: 6.6170 6.4015 1.7654
O: 4.6049 6.6796 2.7657
H: 2.6155 6.2119 3.1350
H: 2.9133 7.4270 1.8712
H: 3.3343 4.4032 1.7377
H: 2.6883 5.4851 0.4847
C: 1.2790 -1.3706 4.2301
C: 2.4543 -0.7366 4.9138
O: 2.6145 -1.5278 6.0809
C: 2.0581 -2.7425 5.8204
O: 2.1661 -3.7000 6.5274
O: 1.3621 -2.7253 4.6489
H: 1.3359 -1.2930 3.1427
H: 0.3257 -0.9504 4.5650
H: 3.3694 -0.7986 4.3171
H: 2.2711 0.3073 5.1742

Cartesian forces (eV/Å) of the 2 atoms listed first:
N -0.3 -1.2 0.5
C -1.1 0.1 -1.6

Here are the natural (NBO) charges for atoms 1 to 4, given in e: -0.824, 0.426, -0.857, -0.847

---

Record 2
DFT (wB97M-V/def2-TZVPD) results for an isolated molecule of C9H16O3.

Its charge is 0. The calculation puts the energy above the lowest of the compared OMol25 structures with the same formula, charge and spin at 67.4 kcal/mol. As for the SMILES: CC[C@H](C)[C@]1(C)O[C@H]1C(=O)OC. The value obtained for the LUMO energy is 0.82 eV. The HOMO energy is -9.6 eV. The total energy is -15731.8819 eV.

Positions of all 28 atoms, in Å:
C: 2.5330 -1.9333 -1.3978
C: 1.5078 -1.0596 -2.2369
C: 0.1116 -0.7012 -1.5248
C: -0.7278 0.3727 -2.3367
C: 0.1029 -0.4143 0.0269
C: 1.0926 0.4589 0.6579
O: -0.1623 -1.3920 1.0021
C: -1.3114 -0.5529 0.8304
C: -1.9318 0.4371 1.8077
O: -3.1646 0.2640 1.9061
O: -1.2190 1.4758 2.3840
C: -1.7893 2.2751 3.4922
H: 2.5888 -1.5718 -0.3785
H: 3.5670 -1.8934 -1.8056
H: 2.1206 -2.9206 -1.5103
H: 1.3973 -1.4207 -3.2345
H: 2.0047 -0.0829 -2.3201
H: -0.4305 -1.5532 -1.7392
H: -0.2567 0.3704 -3.3270
H: -1.7848 0.0555 -2.4913
H: -0.5016 1.3897 -1.9217
H: 2.0350 0.2514 0.0927
H: 0.8137 1.5172 0.5528
H: 1.2750 0.3078 1.7724
H: -2.0646 -1.0471 0.3368
H: -1.7406 1.6293 4.3724
H: -2.8026 2.5733 3.2544
H: -1.2624 3.1649 3.7359

Cartesian forces (eV/Å) of the 2 atoms listed first:
C -0.9 0.8 -1.5
C 1.2 2.4 2.8

Here are the natural (NBO) charges for atoms 1 to 4, given in e: -0.611, -0.387, -0.244, -0.606

---

Record 3
DFT (wB97M-V/def2-TZVPD) results for the ion C4H8N3O with charge +1.

Its charge is +1. The calculation puts the energy above the lowest of the compared OMol25 structures with the same formula, charge and spin at 131.8 kcal/mol. The value obtained for the LUMO energy is -4.61 eV. The HOMO energy is -12.6 eV. The total energy is -10784.5842 eV.

Positions of all 16 atoms, in Å:
C: 0.5674 -1.9807 -0.0456
C: -1.3693 0.2486 -0.3913
C: -2.5348 -0.2729 -0.1374
C: 0.9445 0.3994 0.3366
N: 1.3913 -1.0083 0.0901
N: 1.9344 1.3613 0.0827
N: -0.1957 0.6786 -0.5653
O: -3.6276 0.2483 0.3823
H: 1.0561 -2.9471 -0.1736
H: -2.6791 -1.3135 -0.4382
H: 0.5746 0.4668 1.3678
H: 2.4170 -1.0595 0.0982
H: 2.4661 1.6772 0.8767
H: 2.5244 1.1754 -0.7138
H: -3.5449 1.1734 0.6590
H: 0.0755 1.1530 -1.4283

Cartesian forces (eV/Å) of the 2 atoms listed first:
C -1.0 -0.1 -0.2
C 1.0 0.0 -0.2

Here are the natural (NBO) charges for atoms 1 to 4, given in e: -0.081, 0.349, 0.141, 0.244

---

Record 4
DFT (wB97M-V/def2-TZVPD) results for a cluster of 3 separate species, CH7N2O2P in total.

Its charge is 0. The calculation puts the energy above the lowest of the compared OMol25 structures with the same formula, charge and spin at 48.8 kcal/mol. As for the SMILES: NP=O.C=N.O. The value obtained for the LUMO energy is -0.01 eV. The HOMO energy is -9.7 eV. The total energy is -17514.0296 eV.

Positions of all 13 atoms, in Å:
N: -0.4609 -0.9423 1.9125
P: 0.5590 -1.5408 0.6829
O: 0.2525 -0.7180 -0.4804
H: -0.2790 -0.9592 2.8726
H: -1.1026 -0.2099 1.6420
C: -1.2803 3.2220 0.1422
N: -1.2405 2.0860 0.5447
H: -1.9192 3.9817 0.7446
H: -0.6593 3.4850 -0.6849
H: -0.6513 1.3478 0.0372
O: -1.0202 -4.2351 0.2776
H: -0.6299 -4.0139 1.1872
H: -1.3937 -3.4208 -0.0946

Cartesian forces (eV/Å) of the 2 atoms listed first:
N 0.5 -0.4 -2.3
P -0.3 0.3 2.2

Here are the natural (NBO) charges for atoms 1 to 4, given in e: -1.194, 1.427, -1.060, 0.398

---

Record 5
DFT (wB97M-V/def2-TZVPD) results for a structure of composition C20H22BrClKN5O6Te.

Its charge is -2. The calculation puts the energy above the lowest of the compared OMol25 structures with the same formula, charge and spin at 23.5 kcal/mol. The value obtained for the LUMO energy (alpha / beta) is 4.23 / 4.23 eV. The HOMO energy (alpha / beta) is -0.8 / -0.8 eV. The total energy is -147006.1736 eV.

Positions of all 57 atoms, in Å:
K: -1.2241 -0.1009 -0.0704
Br: -0.6120 2.9454 -1.3719
C: -2.2587 3.7276 -0.8027
C: -2.1944 5.0427 -0.4359
C: -3.3676 5.7087 -0.0251
C: -4.5513 5.0370 -0.0104
C: -4.6225 3.6735 -0.3924
C: -5.8679 3.0032 -0.3754
C: -5.9235 1.6918 -0.7467
C: -4.7479 1.0058 -1.1293
C: -3.4778 1.5603 -1.1675
C: -3.4606 2.9511 -0.7955
H: -1.2451 5.5605 -0.4589
H: -3.3159 6.7487 0.2776
H: -5.4642 5.5351 0.3018
H: -6.7534 3.5454 -0.0587
H: -6.8719 1.1604 -0.7326
H: -4.8902 -0.0435 -1.3924
N: -3.9544 -2.5561 0.0022
N: -3.2458 -3.7711 0.0580
C: -1.8985 -3.8221 -0.2686
N: -1.4185 -5.1135 -0.3036
N: -1.2859 -2.7090 -0.4949
N: 0.1085 -2.7633 -0.7885
O: 0.6211 -1.6253 -0.7466
O: 0.7937 -3.8170 -0.6361
H: -3.7636 -2.0510 0.8653
H: -3.6006 -1.9937 -0.7673
H: -3.7599 -4.5252 -0.3665
H: -1.8024 -5.6652 0.4476
H: -0.4032 -5.1119 -0.3533
O: -1.3437 0.2220 2.3470
Cl: -1.9190 -0.8958 3.0786
O: -1.9088 -0.6267 4.4851
O: -1.1497 -2.0778 2.7782
O: -3.2856 -1.0790 2.6238
C: 7.5157 0.0357 -1.4825
C: 6.2033 -0.1993 -0.7833
C: 5.7329 -1.4820 -0.5534
C: 4.5230 -1.7211 0.0944
C: 4.0971 -3.1414 0.3025
C: 3.7388 -0.6366 0.5340
Te: 1.9406 -0.9754 1.5895
C: 4.1988 0.6695 0.2842
C: 3.4217 1.8864 0.6924
C: 5.4196 0.8619 -0.3553
H: 7.9689 -0.9098 -1.7842
H: 8.2301 0.5572 -0.8396
H: 7.3898 0.6443 -2.3818
H: 6.3198 -2.3330 -0.8892
H: 4.8366 -3.8210 -0.1298
H: 3.1166 -3.3363 -0.1324
H: 3.9930 -3.3591 1.3677
H: 2.3472 1.7271 0.6112
H: 3.7103 2.7428 0.0794
H: 3.6078 2.1383 1.7407
H: 5.7535 1.8807 -0.5384

Cartesian forces (eV/Å) of the 2 atoms listed first:
K -0.4 0.9 -0.4
Br 0.0 0.0 0.0

Here are the natural (NBO) charges for atoms 1 to 4, given in e: 0.875, 0.020, -0.008, -0.293

---

Record 6
DFT (wB97M-V/def2-TZVPD) results for a cluster of 11 separate species, C4H30NO11S in total.

Its charge is 0. As for the spin multiplicity: 2. The value obtained for the LUMO energy (alpha / beta) is -0.17 / -3.58 eV. The HOMO energy (alpha / beta) is -9.3 / -9.3 eV. The total energy is -39476.5771 eV.

Positions of all 47 atoms, in Å:
C: 1.4670 1.2732 1.2471
N: 0.7367 0.4930 0.3011
C: -0.1619 -0.4176 0.8370
C: -1.1263 -0.8843 -0.2809
S: -0.6027 -2.4557 -1.0395
C: 0.3766 -1.7275 1.7772
O: -0.8312 -2.2243 2.3186
H: 2.5339 1.6936 0.9200
H: 0.6619 2.0242 1.5791
H: 1.6972 0.6132 2.1308
H: 1.4867 0.0000 -0.2815
H: -0.8870 0.1213 1.5932
H: -1.0882 -0.1429 -1.1240
H: -2.2802 -0.9768 0.1956
H: -1.2797 -2.9706 1.7687
H: 0.8504 -2.5221 1.0156
H: 0.9270 -1.4304 2.5514
H: 1.9316 1.8301 -0.8810
H: 2.0385 1.6226 -2.3201
O: 2.1819 2.2217 -1.5938
H: -3.7894 -0.8921 -0.4744
H: -3.3553 0.2214 -1.2301
O: -4.1581 -0.0221 -0.8849
H: -0.5893 2.0875 -1.4448
H: -1.6091 2.0020 -0.3925
O: -1.5649 2.2129 -1.2730
H: 4.4822 0.1542 0.2813
H: 4.0276 -0.9862 -0.6873
O: 3.7881 -0.4087 0.1026
H: 3.9249 -0.3628 -2.8969
H: 3.0448 -1.6547 -2.8171
O: 3.7955 -1.2198 -2.4220
H: 0.5667 -0.3072 -3.2642
H: -0.1818 0.5976 -2.3318
O: 0.5860 0.6729 -3.0277
H: -2.4551 2.3853 1.9026
H: -2.1685 3.5958 1.0507
O: -1.6748 2.7488 1.3745
H: -1.9793 -1.0660 3.3331
H: -2.0965 0.3120 2.5972
O: -2.4209 -0.1774 3.3997
H: -1.0689 2.2589 3.7492
H: -0.1276 2.8093 4.6213
O: -0.8630 3.0251 4.2016
H: 0.2278 -2.3716 -3.8839
H: 0.6689 -1.8390 -2.3785
O: 0.7914 -1.8830 -3.4255

Cartesian forces (eV/Å) of the 2 atoms listed first:
C 0.5 1.1 2.5
N 3.2 -0.7 -3.0

Here are the natural (NBO) charges for atoms 1 to 4, given in e: -0.442, -0.710, -0.035, -0.600

---

Q: charge of number 5 (C20H22BrClKN5O6Te)?
A: -2